(1)
Entry from OMol25: C6H11N as an isolated structure in a non-equilibrium geometry (ωB97M-V/def2-TZVPD).

Calculated values
E_tot: -289.7572 a.u.
HOMO-LUMO gap (alpha / beta): 8.4 / 8.3 eV
E_HOMO (alpha / beta): -0.26882 / -0.35812 Eh
strongest force on any atom: 0.03683 hartree/bohr
relative energy (zero: lowest compared OMol25 entry of this formula, charge and spin): 18.84 kcal per mole

Geometry as ORCA input:
```
! RIJCOSX wB97M-V def2-TZVPD def2/J DEFGRID3
* xyz 0 3
C -0.51 -0.91 1.44
C 0.54 -0.44 0.57
C -0.61 -0.08 -0.38
C 1.77 0.34 0.86
C -0.75 -0.93 -1.63
C -0.74 1.40 -0.70
N -1.51 -0.54 0.72
H -0.54 -1.38 2.41
H 1.36 -2.28 -0.27
H 2.29 0.57 -0.07
H 2.43 -0.22 1.52
H 1.51 1.28 1.35
H -1.67 -0.68 -2.15
H -0.78 -1.99 -1.36
H 0.10 -0.77 -2.29
H -0.65 2.00 0.20
H -1.72 1.59 -1.13
H 0.02 1.70 -1.41
*
```

In the Mulliken picture, each atom carries the following charge in e:
1. C -0.3107
2. C -0.6402
3. C 2.3620
4. C -1.1778
5. C -1.5785
6. C -1.6083
7. N -0.7527
8. H 0.4172
9. H 0.0795
10. H 0.3017
11. H 0.4008
12. H 0.2779
13. H 0.3986
14. H 0.4037
15. H 0.3180
16. H 0.3880
17. H 0.4157
18. H 0.3051

=====

(2)
Entry from OMol25: C21H37AlF6O13PS4 as an isolated structure in a non-equilibrium geometry (ωB97M-V/def2-TZVPD).

Calculated values
E_tot: -4576.0627 a.u.
HOMO-LUMO gap: 4.9 eV
E_HOMO: -0.11929 Eh
strongest force on any atom: 0.18448 hartree/bohr

Geometry as ORCA input:
```
! RIJCOSX wB97M-V def2-TZVPD def2/J DEFGRID3
* xyz -1 1
O 1.61 0.46 2.43
C 1.40 -0.41 1.43
O 2.16 -0.13 0.17
C 0.37 -1.69 1.45
F -0.50 -1.52 0.22
F 1.14 -2.92 1.23
C -0.67 -1.72 2.72
F -1.21 -0.35 3.01
F -1.86 -2.54 2.28
C -0.10 -2.43 4.08
F 0.39 -3.82 3.92
F -1.27 -2.51 5.02
C 1.03 -1.53 4.90
O 0.64 -0.48 5.66
Al 3.04 -1.95 4.85
P 3.58 -3.92 6.03
O 5.33 -3.96 6.26
O 3.06 -5.34 5.13
H 1.77 -0.65 -0.59
H 3.43 -2.18 3.32
H 3.82 -0.67 5.41
H 5.66 -4.89 6.09
H 2.05 -5.41 5.26
C -3.56 1.53 1.56
C -4.86 2.30 1.81
C -5.56 2.47 0.47
S -5.05 1.09 -0.54
O -4.26 1.59 -1.65
O -6.17 0.19 -0.73
C -3.94 0.37 0.65
H -3.10 1.18 2.49
H -2.84 2.18 1.05
H -5.49 1.72 2.49
H -4.67 3.27 2.29
H -6.65 2.45 0.58
H -5.25 3.39 -0.03
H -3.08 -0.08 0.15
H -4.49 -0.40 1.21
C 9.53 -5.56 2.33
C 10.38 -4.95 3.44
C 9.44 -4.24 4.40
S 7.87 -5.10 4.29
O 6.89 -4.20 3.73
O 7.64 -5.82 5.53
C 8.37 -6.25 3.03
H 10.11 -6.27 1.72
H 9.15 -4.77 1.67
H 10.92 -5.75 3.97
H 11.13 -4.26 3.04
H 9.80 -4.28 5.43
H 9.27 -3.20 4.11
H 7.53 -6.47 2.37
H 8.70 -7.17 3.53
C -0.58 5.00 -3.33
C -1.72 4.23 -3.99
C -2.63 3.72 -2.88
S -2.46 4.86 -1.52
O -1.84 4.16 -0.41
O -3.69 5.61 -1.37
C -1.23 5.90 -2.29
H 0.00 5.58 -4.05
H 0.11 4.30 -2.84
H -2.28 4.91 -4.65
H -1.34 3.41 -4.61
H -3.67 3.68 -3.20
H -2.32 2.73 -2.54
H -0.54 6.27 -1.54
H -1.76 6.73 -2.76
C -4.37 1.24 -6.85
C -5.67 1.41 -6.08
C -5.93 2.91 -5.93
S -5.13 3.69 -7.33
O -4.05 4.51 -6.84
O -6.15 4.21 -8.23
C -4.45 2.20 -8.03
H -4.22 0.21 -7.19
H -3.52 1.51 -6.21
H -6.49 0.96 -6.65
H -5.64 0.92 -5.11
H -7.00 3.14 -5.94
H -5.47 3.31 -5.02
H -3.48 2.41 -8.48
H -5.15 1.84 -8.79
*
```

In the Mulliken picture, each atom carries the following charge in e:
1. O -0.4084
2. C 0.4583
3. O -0.4751
4. C 0.5127
5. F -0.2634
6. F -0.2200
7. C 0.5068
8. F -0.2437
9. F -0.3370
10. C 0.6605
11. F -0.2535
12. F -0.3301
13. C 0.4148
14. O -0.5613
15. Al -0.0741
16. P 0.1795
17. O -0.4213
18. O -0.5580
19. H 0.3462
20. H -0.2582
21. H -0.2712
22. H 0.2630
23. H 0.3013
24. C -0.1253
25. C -0.8095
26. C -0.5357
27. S 1.0655
28. O -0.5262
29. O -0.7518
30. C -0.6148
31. H 0.1954
32. H 0.1384
33. H 0.3269
34. H 0.3683
35. H 0.3748
36. H 0.2410
37. H 0.2857
38. H 0.3451
39. C -0.5600
40. C -0.6056
41. C -0.6952
42. S 1.2728
43. O -0.5856
44. O -0.7399
45. C -0.7421
46. H 0.3324
47. H 0.2986
48. H 0.2850
49. H 0.3084
50. H 0.3553
51. H 0.3814
52. H 0.3850
53. H 0.3422
54. C -0.7273
55. C -0.3990
56. C -0.1443
57. S 1.1974
58. O -0.6281
59. O -0.7143
60. C -0.8119
61. H 0.3621
62. H 0.3274
63. H 0.2101
64. H 0.3011
65. H 0.0146
66. H 0.2825
67. H 0.4329
68. H 0.3219
69. C -0.4109
70. C -0.6392
71. C -0.2809
72. S 1.1021
73. O -0.5873
74. O -0.7086
75. C -0.7307
76. H 0.3487
77. H 0.1530
78. H 0.3108
79. H 0.3328
80. H 0.3519
81. H 0.0013
82. H 0.4037
83. H 0.3502

=====

(3)
Entry from OMol25: C42H45N7O7SSbSnTe as an isolated structure (ωB97M-V/def2-TZVPD).

Calculated values
E_tot: -3658.0538 a.u.
HOMO-LUMO gap: 7.0 eV
E_HOMO: -0.34898 Eh
strongest force on any atom: 0.01850 hartree/bohr
relative energy (zero: lowest compared OMol25 entry of this formula, charge and spin): 0.00 kcal per mole

Geometry as ORCA input:
```
! RIJCOSX wB97M-V def2-TZVPD def2/J DEFGRID3
* xyz 1 1
Sn -0.82 1.17 0.37
O -0.19 4.40 3.46
C -0.73 3.24 3.12
O -1.54 3.11 2.23
C -0.22 2.10 3.96
C 0.53 2.33 5.12
C 0.99 1.23 5.82
C 0.65 -0.04 5.38
C -0.13 -0.16 4.24
N -0.52 0.89 3.53
C -0.61 -1.48 3.70
O -0.47 -2.58 4.44
O -1.16 -1.56 2.63
H -0.39 5.03 2.75
H 0.75 3.34 5.43
H 1.61 1.37 6.69
H 1.00 -0.90 5.93
H 0.00 -2.41 5.27
O 1.69 2.34 -2.96
C 0.72 2.01 -2.29
O 0.63 1.01 -1.49
C -0.53 2.88 -2.37
C -0.70 3.77 -3.42
C -1.86 4.53 -3.46
C -2.79 4.40 -2.44
C -2.53 3.51 -1.41
N -1.42 2.75 -1.39
H 0.07 3.84 -4.18
H -2.04 5.21 -4.28
H -3.70 4.98 -2.43
H -3.21 3.37 -0.58
C -0.12 7.37 1.18
C 0.85 6.99 0.07
C 1.25 5.55 0.10
N 0.60 4.61 0.69
N 1.19 3.37 0.58
C 2.31 3.41 -0.09
N 3.13 2.34 -0.27
S 2.71 4.99 -0.67
H -0.40 8.42 1.09
H 0.35 7.23 2.16
H -1.03 6.78 1.13
H 1.75 7.60 0.14
H 0.40 7.21 -0.91
H 2.61 1.47 -0.24
H 3.68 2.39 -1.12
C -5.13 1.32 0.80
Te -3.61 0.36 1.97
C -4.11 -1.54 1.14
H -6.06 0.77 0.90
H -4.82 1.33 -0.25
H -5.27 2.34 1.16
H -5.12 -1.80 1.43
H -3.40 -2.27 1.54
H -4.02 -1.48 0.06
C 4.51 -2.40 -3.41
C 4.69 -1.38 -2.48
C 3.77 -1.21 -1.45
C 2.66 -2.04 -1.34
C 2.48 -3.05 -2.29
C 3.41 -3.23 -3.31
Sb 1.17 -1.67 0.16
C 0.35 -3.66 0.13
C 1.13 -4.81 0.21
C 0.53 -6.06 0.18
C -0.85 -6.18 0.08
C -1.64 -5.04 0.00
C -1.04 -3.78 0.02
C 2.43 -1.89 1.90
C 2.35 -2.97 2.77
C 3.16 -3.03 3.90
C 4.06 -2.01 4.17
C 4.14 -0.91 3.32
C 3.32 -0.85 2.20
H 5.23 -2.54 -4.20
H 5.55 -0.73 -2.55
H 3.94 -0.42 -0.73
H 1.63 -3.71 -2.23
H 3.26 -4.02 -4.03
H 2.21 -4.73 0.28
H 1.14 -6.95 0.24
H -1.31 -7.16 0.06
H -2.71 -5.12 -0.08
H -1.65 -2.89 -0.04
H 1.66 -3.78 2.57
H 3.10 -3.89 4.56
H 4.70 -2.07 5.04
H 4.83 -0.11 3.53
H 3.38 0.02 1.56
N -2.08 -0.23 -1.30
C -2.04 -0.86 -2.27
N -1.99 -1.57 -3.37
C -1.02 -2.66 -3.55
C -1.78 -3.91 -3.95
O -2.58 -3.68 -5.09
C -3.54 -2.66 -4.88
C -2.88 -1.34 -4.51
H -0.47 -2.82 -2.62
H -0.32 -2.38 -4.34
H -2.40 -4.25 -3.10
H -1.08 -4.71 -4.21
H -4.24 -2.96 -4.08
H -4.10 -2.56 -5.81
H -3.63 -0.60 -4.25
H -2.29 -0.98 -5.35
*
```

Results of the Mulliken charge analysis, in e, for atoms 1 through 99:
1. Sn 1.4997
2. O -0.4836
3. C -0.1545
4. O -0.5290
5. C 0.6572
6. C -0.7779
7. C -0.9499
8. C -0.9980
9. C 1.4386
10. N 0.4269
11. C 0.0399
12. O -0.5052
13. O -0.0594
14. H 0.3673
15. H 0.5565
16. H 0.4583
17. H 0.2508
18. H 0.3228
19. O -0.7258
20. C -0.0006
21. O 0.5781
22. C 0.4139
23. C -0.8737
24. C -0.4882
25. C -0.9885
26. C -0.6406
27. N 0.7642
28. H 0.5907
29. H 0.4882
30. H 0.4923
31. H 0.5492
32. C -1.2060
33. C -0.2196
34. C -0.0906
35. N 0.0014
36. N 0.0585
37. C 0.0258
38. N -0.2550
39. S -0.2305
40. H 0.4264
41. H 0.2537
42. H 0.2444
43. H 0.3799
44. H 0.2849
45. H -0.0018
46. H 0.3368
47. C -1.1284
48. Te 0.4204
49. C -0.7646
50. H 0.3952
51. H 0.2766
52. H 0.3538
53. H 0.5042
54. H 0.1294
55. H 0.1122
56. C -0.5837
57. C -0.8866
58. C -0.3053
59. C 1.4030
60. C -0.3658
61. C -0.8964
62. Sb -0.9732
63. C 0.2155
64. C -0.3262
65. C -0.8151
66. C -0.7490
67. C -0.7617
68. C -0.2813
69. C 1.2170
70. C -0.5858
71. C -0.8057
72. C -0.6213
73. C -0.8107
74. C -0.2782
75. H 0.3906
76. H 0.4380
77. H 0.1039
78. H 0.3220
79. H 0.4192
80. H 0.5840
81. H 0.4344
82. H 0.4130
83. H 0.5211
84. H 0.3547
85. H 0.4008
86. H 0.4593
87. H 0.4022
88. H 0.4701
89. H 0.2618
90. N -0.0581
91. C -0.1041
92. N 0.1674
93. C 0.6560
94. C -0.7086
95. O -0.4051
96. C -0.5937
97. C -0.6305
98. H -0.5543
99. H 0.2562

=====

(4)
Entry from OMol25: C11H18ClCuNO3 as an isolated structure in a non-equilibrium geometry (ωB97M-V/def2-TZVPD).

Calculated values
E_tot: -2810.4197 a.u.
HOMO-LUMO gap (alpha / beta): 9.5 / 5.7 eV
E_HOMO (alpha / beta): -0.60673 / -0.60665 Eh
strongest force on any atom: 0.04257 hartree/bohr
relative energy (zero: lowest compared OMol25 entry of this formula, charge and spin): 0.00 kcal per mole

Geometry as ORCA input:
```
! RIJCOSX wB97M-V def2-TZVPD def2/J DEFGRID3
* xyz 2 2
Cu -0.41 0.39 -0.29
C 2.74 1.17 0.18
O 1.86 0.10 -0.08
C 2.18 -1.04 0.72
C 1.68 -2.25 -0.05
O 0.30 -2.10 -0.32
C -0.07 -2.58 -1.64
C -1.16 -1.68 -2.20
O -0.75 -0.28 -2.15
C 0.19 0.02 -3.20
H 3.64 0.79 0.67
H 3.07 1.65 -0.74
H 2.26 1.97 0.78
H 3.27 -1.11 0.86
H 1.68 -0.96 1.70
H 2.23 -2.31 -1.01
H 1.90 -3.12 0.55
H 0.85 -2.60 -2.29
H -0.44 -3.62 -1.62
H -1.40 -1.91 -3.24
H -2.07 -1.72 -1.57
H -0.12 -0.44 -4.14
H 0.22 1.10 -3.37
H 1.22 -0.33 -2.90
Cl -4.93 2.40 1.70
C -3.28 2.06 1.99
C -2.62 2.43 3.17
C -1.30 2.08 3.36
C -0.60 1.46 2.34
N -1.21 1.15 1.20
C -2.50 1.48 0.99
H -3.16 3.02 3.90
H -0.78 2.36 4.28
H 0.43 1.16 2.42
H -2.94 1.25 0.02
*
```

In the Mulliken picture, each atom carries the following charge in e:
1. Cu 0.4866
2. C -0.8721
3. O 0.2135
4. C -0.6155
5. C -0.5681
6. O -0.3447
7. C -0.3457
8. C -0.6131
9. O -0.1558
10. C -0.7265
11. H 0.3783
12. H 0.2887
13. H 0.2739
14. H 0.5213
15. H 0.2740
16. H 0.3333
17. H 0.3961
18. H 0.3583
19. H 0.3825
20. H 0.4307
21. H 0.2459
22. H 0.3224
23. H 0.2869
24. H 0.2616
25. Cl -0.1170
26. C -0.1871
27. C -0.0104
28. C -0.9144
29. C 0.0489
30. N -0.1486
31. C 0.2484
32. H 0.4740
33. H 0.4070
34. H 0.4571
35. H 0.5295

=====

(5)
Entry from OMol25: C20H28N2SiSn as an isolated structure in a non-equilibrium geometry (ωB97M-V/def2-TZVPD).

Calculated values
E_tot: -1392.0543 a.u.
HOMO-LUMO gap (alpha / beta): 5.1 / 5.1 eV
E_HOMO (alpha / beta): -0.20538 / -0.20541 Eh
strongest force on any atom: 0.02226 hartree/bohr

Geometry as ORCA input:
```
! RIJCOSX wB97M-V def2-TZVPD def2/J DEFGRID3
* xyz 0 1
C -0.97 -4.10 2.41
C -0.29 -4.10 1.16
C 0.92 -3.35 1.33
H -0.58 -4.71 0.30
C 0.94 -2.85 2.66
C -0.22 -3.31 3.32
H -0.45 -3.22 4.39
H -1.85 -4.70 2.66
H 1.77 -3.36 0.65
H 1.75 -2.30 3.15
Sn -0.77 -1.50 0.75
C -0.35 3.34 2.42
H -0.33 2.31 2.79
H -1.28 3.51 1.87
H 0.52 3.51 1.79
Si 0.30 1.76 -1.17
C -0.24 1.30 -2.92
C 0.06 0.00 -3.39
H 0.44 -0.74 -2.69
C -0.14 -0.33 -4.73
H 0.18 -1.31 -5.09
C -0.77 0.56 -5.60
H -0.92 0.29 -6.65
C -1.22 1.79 -5.11
H -1.76 2.46 -5.77
C -0.99 2.14 -3.77
H -1.41 3.07 -3.38
C 2.17 2.04 -1.46
C 2.85 2.12 -2.70
H 2.29 2.16 -3.64
C 4.26 2.17 -2.74
H 4.78 2.22 -3.70
C 5.02 2.18 -1.56
H 6.11 2.18 -1.59
C 4.34 2.20 -0.34
H 4.92 2.26 0.59
C 2.94 2.17 -0.28
H 2.43 2.26 0.68
H -0.21 3.17 -1.08
H -0.35 3.96 3.28
N -1.45 -0.60 3.00
C -2.66 -1.22 3.63
C -3.66 -1.58 2.56
N -3.06 -2.44 1.50
H -0.66 -0.61 3.65
H -1.63 0.38 2.78
H -2.35 -2.11 4.20
H -3.12 -0.50 4.32
H -4.50 -2.11 3.03
H -4.05 -0.67 2.09
H -3.14 -3.43 1.76
H -3.60 -2.34 0.64
*
```

In the Mulliken picture, each atom carries the following charge in e:
1. C -0.6342
2. C -0.7944
3. C -0.6820
4. H 0.4999
5. C -0.8461
6. C -0.5738
7. H 0.6759
8. H 0.8002
9. H 0.5942
10. H 0.4373
11. Sn 0.8161
12. C -0.7451
13. H -0.0154
14. H 0.2548
15. H 0.1242
16. Si 0.0048
17. C 0.1585
18. C -0.4575
19. H 0.2645
20. C -0.4411
21. H 0.3544
22. C -0.4431
23. H 0.3458
24. C -0.3485
25. H 0.3566
26. C -0.2409
27. H 0.3166
28. C 0.3593
29. C -0.0656
30. H 0.3452
31. C -0.4995
32. H 0.3405
33. C -0.4287
34. H 0.3389
35. C -0.5080
36. H 0.3505
37. C -0.5763
38. H 0.1576
39. H -0.2675
40. H 0.3885
41. N -0.5306
42. C -0.4669
43. C -0.6858
44. N -0.5163
45. H 0.2956
46. H 0.2304
47. H 0.2987
48. H 0.4281
49. H 0.3484
50. H 0.3569
51. H 0.1970
52. H 0.3278